(1)
Below is a molecular structure, C43H101AlF4N9O15S4 in a non-equilibrium geometry, with properties calculated with ωB97M-V with the def2-TZVPD basis set.

The geometry in XYZ format:
```
177
Properties=species:S:1:pos:R:3:mulliken_charge:R:1
Al -5.6253 22.6323 -26.2494 1.056
N -7.6439 24.5229 -26.2679 0.045
S -9.1549 24.6488 -26.0135 0.949
O -10.0443 24.7234 -27.1299 -0.600
O -9.4987 25.3408 -24.7963 -0.580
F -9.3327 23.1257 -25.4940 -0.330
S -7.3194 26.0775 -26.7416 0.890
O -7.2596 27.0638 -25.6979 -0.566
O -7.6731 26.5197 -28.0598 -0.576
F -5.7475 25.7415 -26.9411 -0.191
N -3.4658 23.1793 -24.5554 0.783
S -2.5541 22.5142 -23.5016 -0.394
O -2.6692 22.8508 -22.1122 -0.307
O -1.3058 21.9480 -23.9672 -0.146
F -3.4314 21.1333 -23.4365 -0.313
S -2.6015 24.6508 -24.5219 0.498
O -1.3147 24.5494 -25.1595 -0.947
O -2.6567 25.4981 -23.3547 -0.343
F -3.5329 25.3726 -25.5471 -0.150
C 3.4341 25.9736 -23.4121 -1.647
C 2.4601 26.0945 -24.6110 1.511
C 3.1608 27.0035 -25.6548 -1.141
C 4.3274 26.2817 -26.3607 -0.856
C 3.7499 25.1266 -27.1399 -1.127
C 2.9853 24.1239 -26.2568 2.279
N 2.1574 24.8338 -25.2918 0.675
O 1.3584 24.0408 -24.5154 0.126
C 2.1634 23.2204 -27.1763 -1.701
C 4.0228 23.2790 -25.5179 -2.487
C 1.1763 26.7896 -24.1656 -2.045
H 4.3149 25.4666 -23.8038 0.385
H 2.9568 25.3861 -22.6270 0.370
H 3.7184 26.9356 -22.9940 0.377
H 2.4462 27.2467 -26.4497 0.401
H 3.3976 28.0022 -25.2903 0.566
H 5.2286 26.0434 -25.7876 0.387
H 4.8348 26.9501 -27.0655 0.466
H 4.5572 24.5402 -27.5873 0.355
H 3.2340 25.5603 -27.9986 0.416
H 2.7245 22.4745 -27.7385 0.808
H 1.4247 22.5976 -26.6551 -0.707
H 1.5113 23.7331 -27.8892 0.321
H 3.6710 22.9432 -24.5392 0.731
H 4.4305 22.4244 -26.0582 0.395
H 4.9252 23.8353 -25.2444 0.625
H 1.2078 27.8778 -24.1985 0.314
H 0.7875 26.4175 -23.2207 0.479
H 0.4226 26.5947 -24.9366 0.307
H 0.4540 24.1779 -24.8835 0.448
C -3.8189 24.9029 -17.2323 -1.893
C -4.0585 25.7814 -18.4558 1.751
C -5.5759 25.5960 -18.8251 -1.185
C -6.2559 26.6841 -19.6721 0.041
C -5.8413 28.0600 -19.1525 -1.524
C -4.3317 28.2474 -18.9833 1.903
N -3.8208 27.1854 -18.1500 0.451
O -2.5047 27.4069 -17.7436 -0.459
C -3.7296 28.4055 -20.3902 -1.866
C -4.1814 29.5966 -18.2424 -2.020
C -3.2144 25.2576 -19.6277 -0.884
H -2.8349 25.1096 -16.8040 0.463
H -3.9593 23.8397 -17.4106 0.240
H -4.4773 25.1700 -16.4004 0.488
H -5.7063 24.5889 -19.2215 0.161
H -6.1108 25.5897 -17.8696 0.478
H -7.3291 26.5082 -19.6198 0.590
H -5.9548 26.5770 -20.7174 -0.411
H -6.4321 28.1839 -18.2380 0.382
H -6.2565 28.8477 -19.7842 0.544
H -4.1308 27.6787 -21.0968 0.214
H -3.8284 29.4073 -20.8029 0.435
H -2.6524 28.2104 -20.3922 0.392
H -3.1418 29.7739 -17.9693 0.437
H -4.7029 30.4346 -18.6961 0.413
H -4.6783 29.5302 -17.2655 0.463
H -2.2226 25.1118 -19.1928 0.462
H -3.1118 25.9046 -20.4956 0.108
H -3.6299 24.3271 -20.0109 -0.216
H -2.5947 27.7167 -16.8283 0.378
C 0.1025 15.2144 -22.0534 -1.631
C -0.3009 16.3614 -22.9614 1.329
C -1.7263 16.1326 -23.4799 -1.350
C -2.8309 16.4125 -22.4602 -0.945
C -2.6257 17.8278 -21.9207 0.060
C -1.2152 18.0497 -21.3314 2.304
N -0.1834 17.6923 -22.3122 1.220
O 1.1005 17.9789 -21.9238 -0.526
C -1.1185 19.5668 -21.1975 -2.310
C -0.9905 17.4441 -19.9269 -1.744
C 0.5825 16.3681 -24.2198 -1.793
H 1.1792 15.3200 -21.8754 0.367
H 0.0332 14.1964 -22.4370 0.415
H -0.3865 15.2351 -21.0820 0.336
H -1.9151 16.7665 -24.3493 0.286
H -1.7804 15.0743 -23.7361 0.460
H -2.8132 15.7207 -21.6171 0.335
H -3.7360 16.3785 -23.0681 0.493
H -3.3976 17.9961 -21.1661 -0.617
H -2.8333 18.5297 -22.7316 0.076
H -0.2063 19.9830 -20.7642 0.621
H -1.2137 20.0530 -22.1736 0.191
H -1.9373 20.0199 -20.6356 0.280
H -1.6810 16.6125 -19.7747 0.358
H 0.0455 17.1356 -19.8051 0.272
H -1.2167 18.1810 -19.1582 0.392
H 1.6193 16.5002 -23.9067 0.383
H 0.3164 17.2361 -24.8257 0.263
H 0.4894 15.4691 -24.8239 0.476
H 1.2536 18.8628 -22.3522 0.530
C 3.4761 19.3959 -24.5996 -1.955
C 2.4276 20.4897 -24.8005 2.739
C 1.7686 20.3882 -26.1817 -0.174
O 2.7792 20.5339 -27.1561 -0.489
C 2.3315 20.3292 -28.4810 -0.798
N 1.4095 20.2401 -23.7391 -0.447
H 3.8913 19.4626 -23.5886 0.494
H 4.3871 19.5452 -25.1834 0.349
H 3.1116 18.3742 -24.6823 0.257
H 2.8185 21.4958 -24.6585 -1.771
H 1.0798 21.2228 -26.3820 0.086
H 1.1995 19.4556 -26.2874 0.721
H 3.1233 20.3757 -29.2196 0.300
H 1.5845 21.1010 -28.7155 0.251
H 1.7741 19.3885 -28.5369 0.341
H 0.7934 21.0552 -23.8391 -0.065
H 0.7962 19.5239 -24.1423 0.218
C -8.2124 20.4548 -22.3151 -1.578
C -7.6754 21.4949 -23.2867 0.496
C -7.1724 22.7376 -22.5862 -0.329
O -6.6903 23.6393 -23.5400 0.162
C -6.0411 24.8056 -23.0203 -0.819
N -6.5239 20.8293 -23.9714 -0.259
H -8.5015 19.4923 -22.7332 0.451
H -9.0249 20.8040 -21.6689 0.437
H -7.4311 20.2638 -21.5672 0.299
H -8.4474 21.7562 -24.0102 0.073
H -6.4471 22.4383 -21.8150 -0.230
H -8.0137 23.2110 -22.0651 0.452
H -5.4141 25.2204 -23.7987 0.054
H -5.5785 24.4882 -22.0801 0.142
H -6.8114 25.5152 -22.7037 0.556
H -5.7539 20.7881 -23.3032 -0.119
H -6.8070 19.8563 -24.0466 0.298
C -2.1520 24.0891 -29.8842 -1.523
C -3.0817 23.3457 -28.9472 -0.114
C -2.2638 22.2957 -28.1892 -0.219
O -3.0651 21.5705 -27.2485 -0.010
C -2.3301 20.4891 -26.6764 -0.851
N -3.7985 24.2760 -28.0590 -0.162
H -1.6783 23.3880 -30.5798 0.443
H -1.3802 24.6776 -29.3818 0.299
H -2.6357 24.7867 -30.5727 0.417
H -3.7992 22.7748 -29.5428 0.339
H -1.4630 22.8486 -27.6836 -0.207
H -1.9061 21.5120 -28.8599 0.574
H -2.9273 20.0199 -25.9003 0.157
H -1.4036 20.8566 -26.2299 0.145
H -2.0641 19.8014 -27.4841 0.512
H -3.1061 24.9346 -27.7035 0.188
H -4.3077 24.8681 -28.7161 0.296
C -4.8894 16.9402 -18.6271 -1.177
C -5.9377 18.0561 -18.5323 0.241
C -5.6421 19.2606 -19.4095 -0.558
O -4.5056 19.9676 -18.9770 -0.438
C -4.3494 21.1403 -19.7492 -0.616
N -7.3168 17.6204 -18.8238 -0.698
H -5.0857 16.1162 -17.9420 0.475
H -3.8859 17.2916 -18.3719 0.197
H -4.8347 16.5992 -19.6660 0.217
H -5.9575 18.3661 -17.4847 0.284
H -6.4877 19.9515 -19.3051 0.524
H -5.6507 18.8746 -20.4409 0.076
H -5.2611 21.7424 -19.6380 0.420
H -4.1478 20.9362 -20.8038 0.099
H -3.5658 21.8088 -19.3921 0.326
H -7.4252 16.7531 -18.3071 0.287
H -7.4731 17.3827 -19.7984 0.233
```

The LUMO energy is -8.8 eV. The calculation puts the highest occupied orbital energy at -10.3 eV. The net charge is +1. The orbital gap comes out at 1.469 eV.

---

(2)
Below is 7 unconnected molecules or ions with the total composition C43H101N7O7 in a non-equilibrium geometry, with properties calculated with ωB97M-V with the def2-TZVPD basis set.

The geometry in XYZ format:
```
158
Properties=species:S:1:pos:R:3:mulliken_charge:R:1
C 4.8171 5.0071 1.3685 -1.889
C 4.7344 5.6454 -0.0343 1.644
C 6.1645 5.9989 -0.5593 -1.908
C 4.0293 4.6493 -0.9891 -1.160
C 3.4060 5.2627 -2.2326 -0.606
C 2.4490 6.3818 -1.8690 -1.323
C 3.0955 7.4787 -1.0179 1.471
C 3.9251 8.3804 -1.9844 -1.623
C 1.9638 8.3504 -0.4116 -1.879
N 3.8841 6.8531 0.0794 0.337
O 4.4066 7.7567 1.0023 -0.510
H 3.8775 4.6389 1.7806 0.409
H 5.6381 4.2903 1.3518 0.378
H 5.1128 5.8036 2.0513 0.456
H 6.9132 5.2154 -0.4421 0.466
H 6.2978 6.4014 -1.5634 0.329
H 6.7295 6.7201 0.0311 0.432
H 4.8202 3.9994 -1.3635 0.331
H 3.3305 4.0626 -0.3927 0.401
H 4.0625 5.6066 -3.0319 0.319
H 2.9856 4.3335 -2.6171 0.374
H 1.6784 5.9418 -1.2360 0.389
H 2.0077 6.6927 -2.8160 0.493
H 3.6705 8.1319 -3.0147 0.294
H 4.9998 8.3839 -1.8024 0.346
H 3.8068 9.4562 -1.8544 0.441
H 1.3575 8.7425 -1.2282 0.418
H 2.3006 9.1844 0.2041 0.424
H 1.2065 7.9068 0.2348 0.406
H 3.9868 7.6006 1.8514 0.338
C -8.5132 3.1081 6.7200 -1.878
C -6.9744 3.1620 6.5746 1.538
C -6.3593 1.7633 6.2914 -1.691
C -6.7440 4.1159 5.3856 -1.112
C -5.2473 4.5240 5.2151 -0.659
C -4.7346 5.2414 6.4905 -1.153
C -5.0107 4.3936 7.7714 1.090
C -3.8025 3.3720 7.9266 -1.526
C -4.8758 5.4203 8.9665 -1.753
N -6.3942 3.8060 7.7346 0.241
O -6.6639 3.3065 9.0225 -0.446
H -8.7992 4.1337 6.9536 0.451
H -8.8632 2.4856 7.5434 0.388
H -8.9485 2.6829 5.8157 0.374
H -5.3199 1.6790 5.9744 0.240
H -6.9251 1.2027 5.5473 0.457
H -6.5422 1.0721 7.1142 0.418
H -7.0222 3.8044 4.3788 0.432
H -7.3642 4.9957 5.5569 0.427
H -5.0114 5.1901 4.3852 0.416
H -4.6907 3.5924 5.1129 0.240
H -5.2396 6.2071 6.5153 0.383
H -3.6740 5.4777 6.4047 0.433
H -3.9761 2.7808 8.8258 0.404
H -3.6987 2.7579 7.0321 0.314
H -2.8237 3.8379 8.0408 0.424
H -5.0643 4.9371 9.9252 0.363
H -3.9566 6.0061 8.9783 0.375
H -5.6329 6.2042 8.9478 0.440
H -6.0223 2.5963 9.0967 0.372
C 4.3421 -5.6668 -7.6392 -2.162
C 4.7013 -5.5863 -6.1909 1.767
C 4.0070 -4.3676 -5.6555 -1.774
C 4.2501 -6.8209 -5.3402 -1.119
C 5.0117 -7.0236 -4.0569 -0.666
C 6.5303 -6.9537 -4.2807 -1.150
C 7.0842 -5.6911 -4.9481 1.459
C 7.1365 -4.5803 -3.8704 -1.708
C 8.4822 -5.9557 -5.5983 -1.901
N 6.2028 -5.2974 -6.0888 0.321
O 6.5452 -4.0514 -6.7349 -0.504
H 3.3141 -5.9806 -7.8206 0.406
H 4.3109 -4.7288 -8.1937 0.468
H 5.0424 -6.2825 -8.2037 0.438
H 2.9220 -4.4720 -5.6488 0.503
H 4.2795 -4.1122 -4.6315 0.304
H 4.1827 -3.4603 -6.2333 0.319
H 3.1743 -6.7063 -5.2074 0.467
H 4.4922 -7.6683 -5.9817 0.320
H 4.6913 -6.1881 -3.4345 0.284
H 4.7491 -7.9093 -3.4784 0.390
H 6.7742 -7.7497 -4.9842 0.346
H 7.0341 -7.0946 -3.3244 0.511
H 7.8048 -4.9163 -3.0775 0.444
H 6.2098 -4.1119 -3.5387 0.250
H 7.7079 -3.7439 -4.2728 0.417
H 9.2434 -6.1817 -4.8516 0.401
H 8.9267 -5.0804 -6.0719 0.416
H 8.5047 -6.6905 -6.4031 0.394
H 6.6533 -4.3155 -7.6515 0.361
C -1.6627 0.8122 1.3863 -0.751
O -1.0658 0.2431 0.2203 -0.243
C 0.0261 -0.5529 0.5070 -0.901
C 0.6529 -1.1918 -0.7557 0.826
C -0.2793 -1.7564 -1.8260 -1.593
N 1.4392 -2.3203 -0.2867 -0.693
H -0.9534 1.4491 1.9148 0.308
H -1.9807 0.0199 2.0639 0.335
H -2.5488 1.4049 1.1589 0.205
H 0.8429 -0.1051 1.0730 0.360
H -0.3658 -1.3383 1.1533 0.398
H 1.3062 -0.4403 -1.1991 0.131
H -0.9924 -2.5105 -1.4931 0.401
H 0.2426 -2.1881 -2.6801 0.439
H -0.8661 -0.9674 -2.2963 0.346
H 1.7875 -2.7813 -1.1152 0.223
H 2.2539 -1.9462 0.1785 0.206
C 6.3836 -1.5559 1.1068 -0.804
O 5.6757 -2.7606 1.6522 -0.247
C 5.9521 -3.2969 2.9622 -0.755
C 5.3593 -4.7935 2.9388 0.351
C 5.8360 -5.6731 1.6975 -1.288
N 3.9465 -4.7067 2.7977 -0.730
H 7.4719 -1.4978 1.1261 0.320
H 6.0392 -0.6748 1.6483 0.293
H 6.1225 -1.4691 0.0521 0.238
H 7.0277 -3.3491 3.1306 0.377
H 5.3386 -2.6978 3.6352 0.368
H 5.6418 -5.3252 3.8474 0.375
H 5.2558 -6.5885 1.8131 0.379
H 6.8660 -6.0050 1.8282 0.350
H 5.5208 -5.1752 0.7805 0.305
H 3.5262 -5.6202 2.7028 0.252
H 3.6157 -4.2072 1.9846 0.216
C -5.3718 2.8869 -2.1016 -0.637
O -6.7539 2.7052 -1.9039 -0.318
C -7.2758 1.4293 -2.3265 -0.569
C -8.7641 1.1149 -1.9577 0.461
C -9.1466 1.1724 -0.4469 -1.490
N -9.1244 -0.2802 -2.3754 -0.651
H -5.0273 2.7997 -3.1320 0.289
H -4.8551 2.2019 -1.4294 0.237
H -5.0969 3.8939 -1.7879 0.256
H -7.2130 1.3852 -3.4138 0.271
H -6.6630 0.6726 -1.8367 0.254
H -9.3805 1.8281 -2.5049 0.270
H -10.1922 0.9229 -0.2669 0.438
H -9.0869 2.1895 -0.0595 0.363
H -8.5569 0.5508 0.2268 0.331
H -9.8475 -0.6231 -1.7591 0.242
H -9.5851 -0.1116 -3.2583 0.264
C -3.3362 -6.0535 -3.4233 -0.632
O -4.5020 -6.4981 -2.8067 -0.341
C -5.4518 -5.6084 -2.2486 -0.761
C -4.9733 -4.3554 -1.4028 0.608
C -4.1967 -4.7670 -0.1257 -1.394
N -6.1123 -3.6690 -0.8580 -0.770
H -2.6199 -5.5090 -2.8080 0.201
H -3.5584 -5.3167 -4.1952 0.313
H -2.8737 -6.8958 -3.9378 0.266
H -6.0315 -5.2075 -3.0801 0.319
H -6.0709 -6.2831 -1.6573 0.318
H -4.5742 -3.5531 -2.0236 0.286
H -3.2570 -5.2682 -0.3582 0.337
H -4.7792 -5.4834 0.4535 0.355
H -3.9021 -3.9344 0.5132 0.401
H -5.7455 -3.0138 -0.1826 0.246
H -6.5631 -3.1017 -1.5617 0.241
```

The LUMO energy is 0.2 eV. The calculation puts the highest occupied orbital energy at -8.0 eV. The orbital gap comes out at 8.200 eV. The value obtained for the energy above the lowest of the compared OMol25 structures with the same formula, charge and spin is 127.5 kcal per mole.